Computed, not measured: 3 unconnected molecules or ions with the total composition C2H10NO2S in a non-equilibrium geometry, with ωB97M-V/def2-TZVPD.

Output
Highest occupied orbital energy in Ha: -0.107
E_tot in Ha: -685.6103
ΔE to the lowest compared entry with this formula, charge and spin in eV: 1.562
LUMO in eV: 3.939
Frontier orbital gap in eV: 6.86

```
! wB97M-V def2-TZVPD RIJCOSX def2/J DEFGRID3
* xyz -1 1
C -1.115 0.999 -0.681
C -0.113 1.635 0.235
S 1.683 1.419 -0.057
N -0.780 -0.426 -0.866
H -0.954 1.322 -1.736
H -2.134 1.087 -0.330
H -0.367 1.319 1.375
H -0.252 2.769 0.201
H 0.217 -0.359 -0.827
H -1.320 -0.792 -1.688
H 3.218 -1.777 -1.265
H 2.918 -1.171 0.073
O 3.612 -1.653 -0.267
H -1.428 -2.264 1.686
H -1.558 -0.606 1.927
O -1.626 -1.504 2.219
*
```